*one*
The following is a DFT calculation (ωB97M-V with the def2-TZVPD basis set) of S2 in the gas phase.

The total charge is 0. The frontier orbital gap comes out at 5.77 eV. As for the highest occupied orbital energy: -8.17 eV. Its lowest unoccupied orbital energy is -2.3978 eV.

Atoms and positions in Å:
S 0.785 -0.486 0.064
S -0.785 0.486 -0.064

Charges computed using natural (NBO), reported in e:
1. S 0.00
2. S 0.00


*two*
The following is a DFT calculation (ωB97M-V with the def2-TZVPD basis set) of S2 in the gas phase.

The total charge is 0. The frontier orbital gap comes out at 5.67 eV. As for the highest occupied orbital energy: -9.09 eV. Its lowest unoccupied orbital energy is -3.4170 eV.

Atoms and positions in Å:
S 0.099 -1.047 0.318
S -0.099 1.047 -0.318

Charges computed using natural (NBO), reported in e:
1. S 0.00
2. S 0.00


*three*
The following is a DFT calculation (ωB97M-V with the def2-TZVPD basis set) of S2 in the gas phase.

The total charge is 0. The frontier orbital gap comes out at 5.58 eV. As for the highest occupied orbital energy: -9.49 eV. Its lowest unoccupied orbital energy is -3.9076 eV.

Atoms and positions in Å:
S 0.000 0.000 1.207
S 0.000 0.000 -1.207

Charges computed using natural (NBO), reported in e:
1. S 0.00
2. S 0.00


Going by the energies, *one* is most stable and the next is 24.4 kcal/mol up.


*one*
The following is a DFT calculation (ωB97M-V with the def2-TZVPD basis set) of a molecular structure, C26H21N2O4S2W.

The total charge is +1. The frontier orbital gap (alpha / beta) comes out at 6.73 / 6.64 eV. As for the highest occupied orbital energy (alpha / beta): -11.64 / -11.62 eV. Its lowest unoccupied orbital energy (alpha / beta) is -4.9060 / -4.9762 eV.

Atoms and positions in Å:
W 0.622 -0.240 -0.247
S 2.442 -1.271 -1.283
C 3.220 -2.157 0.042
C 4.152 -3.140 -0.266
C 4.759 -3.868 0.746
C 5.727 -4.883 0.405
N 6.504 -5.679 0.115
C 4.430 -3.610 2.083
C 3.506 -2.621 2.384
C 2.900 -1.897 1.366
S 1.740 -0.628 1.765
C 5.040 -4.362 3.153
N 5.532 -4.946 4.011
H 4.404 -3.346 -1.299
H 3.254 -2.422 3.418
O -1.210 0.459 0.854
C -2.320 -0.213 0.157
C -1.876 -1.713 0.070
O -2.614 -2.634 0.132
O -0.539 -1.803 -0.094
C -3.622 -0.093 0.899
C -4.753 -0.735 0.399
C -5.951 -0.670 1.090
C -6.034 0.031 2.288
C -4.916 0.680 2.783
C -3.713 0.622 2.086
C -2.254 0.415 -1.226
C -1.083 0.297 -1.992
C -0.943 0.955 -3.204
C -1.965 1.774 -3.663
C -3.121 1.903 -2.912
C -3.262 1.234 -1.698
H -1.264 0.249 1.803
H -4.697 -1.298 -0.523
H -6.822 -1.178 0.695
H -6.970 0.076 2.829
H -4.972 1.240 3.708
H -2.871 1.179 2.482
H -0.338 -0.538 -1.888
H -0.055 0.797 -3.804
H -1.864 2.287 -4.611
H -3.928 2.531 -3.268
H -4.165 1.358 -1.114
C 2.846 3.363 -1.454
C 2.438 3.783 -0.040
C 2.100 2.469 0.607
O 1.404 1.732 -0.476
C 1.891 2.229 -1.790
H 3.878 3.014 -1.468
H 2.747 4.173 -2.173
H 1.566 4.437 -0.064
H 3.239 4.287 0.497
H 1.416 2.527 1.445
H 2.977 1.893 0.880
H 1.015 2.556 -2.339
H 2.369 1.398 -2.299

Charges computed using natural (NBO), reported in e:
1. W 1.14
2. S 0.05
3. C -0.08
4. C -0.19
5. C -0.10
6. C 0.24
7. N -0.23
8. C -0.11
9. C -0.14
10. C -0.22
11. S 0.09
12. C 0.24
13. N -0.23
14. H 0.25
15. H 0.25
16. O -0.72
17. C 0.09
18. C 0.76
19. O -0.48
20. O -0.68
21. C -0.01
22. C -0.20
23. C -0.19
24. C -0.18
25. C -0.20
26. C -0.23
27. C -0.03
28. C -0.24
29. C -0.18
30. C -0.20
31. C -0.15
32. C -0.18
33. H 0.52
34. H 0.23
35. H 0.23
36. H 0.23
37. H 0.23
38. H 0.20
39. H 0.19
40. H 0.23
41. H 0.24
42. H 0.24
43. H 0.25
44. C -0.44
45. C -0.43
46. C -0.05
47. O -0.60
48. C -0.06
49. H 0.23
50. H 0.25
51. H 0.22
52. H 0.25
53. H 0.22
54. H 0.21
55. H 0.21
56. H 0.22


*two*
The following is a DFT calculation (ωB97M-V with the def2-TZVPD basis set) of a molecular structure, C26H21N2O4S2W.

The total charge is +1. The frontier orbital gap (alpha / beta) comes out at 7.02 / 7.02 eV. As for the highest occupied orbital energy (alpha / beta): -11.66 / -11.67 eV. Its lowest unoccupied orbital energy (alpha / beta) is -4.6394 / -4.6543 eV.

Atoms and positions in Å:
W -0.231 1.143 1.172
S 0.252 1.003 3.384
C 0.498 -0.737 3.606
C 1.329 -1.239 4.594
C 1.578 -2.602 4.685
C 2.461 -3.099 5.704
N 3.165 -3.489 6.523
C 0.980 -3.479 3.775
C 0.142 -2.981 2.785
C -0.101 -1.621 2.704
S -1.021 -0.988 1.315
C 1.235 -4.894 3.816
N 1.428 -6.026 3.806
H 1.799 -0.564 5.297
H -0.307 -3.662 2.074
O -0.310 1.191 -1.109
C 0.972 0.677 -1.643
C 2.035 1.279 -0.696
O 3.126 1.614 -1.008
O 1.571 1.365 0.585
C 0.944 -0.836 -1.497
C 1.867 -1.509 -0.708
C 1.789 -2.889 -0.573
C 0.789 -3.595 -1.220
C -0.129 -2.923 -2.021
C -0.046 -1.550 -2.167
C 1.124 1.115 -3.087
C 0.039 1.598 -3.817
C 0.194 1.971 -5.147
C 1.427 1.848 -5.761
C 2.503 1.339 -5.045
C 2.356 0.969 -3.720
H -0.458 2.036 -1.554
H 2.660 -0.976 -0.195
H 2.517 -3.411 0.036
H 0.731 -4.671 -1.115
H -0.901 -3.475 -2.540
H -0.750 -1.029 -2.804
H -0.956 1.648 -3.388
H -0.659 2.342 -5.699
H 1.548 2.136 -6.797
H 3.467 1.226 -5.523
H 3.200 0.571 -3.176
C -4.066 3.130 0.562
C -4.146 2.542 1.970
C -2.718 2.632 2.442
O -1.921 2.327 1.210
C -2.781 2.541 0.016
H -4.000 4.217 0.606
H -4.914 2.859 -0.063
H -4.472 1.502 1.943
H -4.814 3.101 2.621
H -2.424 1.905 3.190
H -2.427 3.636 2.746
H -2.928 1.566 -0.447
H -2.245 3.215 -0.649

Charges computed using natural (NBO), reported in e:
1. W 1.32
2. S 0.09
3. C -0.19
4. C -0.15
5. C -0.13
6. C 0.24
7. N -0.22
8. C -0.05
9. C -0.18
10. C -0.17
11. S 0.05
12. C 0.24
13. N -0.23
14. H 0.25
15. H 0.25
16. O -0.75
17. C 0.10
18. C 0.78
19. O -0.48
20. O -0.72
21. C -0.10
22. C -0.15
23. C -0.22
24. C -0.19
25. C -0.19
26. C -0.19
27. C 0.00
28. C -0.27
29. C -0.18
30. C -0.19
31. C -0.18
32. C -0.19
33. H 0.51
34. H 0.22
35. H 0.23
36. H 0.23
37. H 0.23
38. H 0.22
39. H 0.20
40. H 0.22
41. H 0.23
42. H 0.23
43. H 0.24
44. C -0.43
45. C -0.44
46. C -0.05
47. O -0.60
48. C -0.07
49. H 0.23
50. H 0.25
51. H 0.23
52. H 0.26
53. H 0.24
54. H 0.21
55. H 0.21
56. H 0.20


Going by the energies, *two* is most stable and the next is 5.1 kcal/mol up.


*one*
The following is a DFT calculation (ωB97M-V with the def2-TZVPD basis set) of C5H6ClFO in the gas phase.

The total charge is 0. The frontier orbital gap comes out at 10.89 eV. As for the highest occupied orbital energy: -10.24 eV. Its lowest unoccupied orbital energy is 0.6500 eV.

Atoms and positions in Å:
C 0.449 -1.692 0.943
C 0.493 -0.333 0.101
C 1.770 -0.084 -0.645
O 2.772 -0.748 -0.517
C -0.061 1.000 0.583
F 0.611 2.211 0.455
C -0.736 0.337 -0.534
Cl -2.407 -0.360 -0.277
H 1.371 -2.202 0.744
H -0.414 -2.284 0.607
H 0.323 -1.373 2.011
H 1.784 0.925 -1.209
H -0.611 0.936 1.500
H -0.709 0.828 -1.587

Charges computed using natural (NBO), reported in e:
1. C -0.60
2. C -0.20
3. C 0.44
4. O -0.51
5. C 0.18
6. F -0.33
7. C -0.22
8. Cl -0.04
9. H 0.25
10. H 0.23
11. H 0.22
12. H 0.12
13. H 0.19
14. H 0.26


*two*
The following is a DFT calculation (ωB97M-V with the def2-TZVPD basis set) of C5H6ClFO in the gas phase.

The total charge is 0. The frontier orbital gap comes out at 9.41 eV. As for the highest occupied orbital energy: -8.64 eV. Its lowest unoccupied orbital energy is 0.7679 eV.

Atoms and positions in Å:
C -1.326 -1.141 1.462
C -0.690 -0.024 1.185
F -0.710 0.901 2.165
C -0.067 0.390 -0.081
Cl -0.003 2.109 -0.356
C 0.509 -0.356 -0.971
O 0.464 -1.674 -0.960
C 1.510 -2.227 -1.785
H -1.733 -1.264 2.442
H -1.474 -1.964 0.741
H 1.020 0.190 -1.764
H 1.342 -3.333 -1.779
H 1.451 -1.984 -2.855
H 2.513 -2.070 -1.398

Charges computed using natural (NBO), reported in e:
1. C -0.46
2. C 0.36
3. F -0.33
4. C -0.18
5. Cl 0.00
6. C 0.15
7. O -0.48
8. C -0.27
9. H 0.22
10. H 0.22
11. H 0.19
12. H 0.20
13. H 0.19
14. H 0.19


*three*
The following is a DFT calculation (ωB97M-V with the def2-TZVPD basis set) of C5H6ClFO in the gas phase.

The total charge is 0. The frontier orbital gap comes out at 10.17 eV. As for the highest occupied orbital energy: -9.73 eV. Its lowest unoccupied orbital energy is 0.4413 eV.

Atoms and positions in Å:
C 0.950 -0.999 1.183
C 1.250 -0.353 0.026
F 2.509 -0.039 -0.262
C 0.319 0.100 -1.103
C -1.054 0.208 -0.515
Cl -1.604 -1.333 -0.091
C -1.219 1.121 0.527
O -0.753 2.216 0.411
H 0.023 -1.410 1.604
H 1.904 -1.082 1.870
H 0.670 0.983 -1.639
H 0.418 -0.579 -1.977
H -1.695 0.498 -1.440
H -1.718 0.669 1.406

Charges computed using natural (NBO), reported in e:
1. C -0.54
2. C 0.42
3. F -0.33
4. C -0.48
5. C -0.36
6. Cl 0.00
7. C 0.41
8. O -0.49
9. H 0.24
10. H 0.22
11. H 0.26
12. H 0.24
13. H 0.27
14. H 0.13


Going by the energies, *one* is most stable and the next is 5.9 kcal/mol up.


*one*
The following is a DFT calculation (ωB97M-V with the def2-TZVPD basis set) of 2 unconnected molecules or ions with the total composition C2H7O2PS.

The total charge is 0. The frontier orbital gap (alpha / beta) comes out at 6.98 / 6.93 eV. As for the highest occupied orbital energy (alpha / beta): -8.30 / -8.27 eV. Its lowest unoccupied orbital energy (alpha / beta) is -1.3189 / -1.3432 eV.

Atoms and positions in Å:
C 0.922 -1.762 -0.560
C -1.265 0.956 -1.091
O 2.240 0.408 0.342
O 0.128 0.864 -0.849
P 0.807 -0.209 0.131
S -0.551 0.683 2.714
H -0.006 -2.147 -0.957
H 1.469 -2.483 0.018
H -1.823 0.197 -0.544
H -1.437 0.833 -2.163
H -1.605 1.943 -0.777
H 2.234 1.224 0.858
H -1.113 -0.506 2.879

Charges computed using natural (NBO), reported in e:
1. C -1.00
2. C -0.25
3. O -0.96
4. O -0.80
5. P 1.91
6. S -0.60
7. H 0.24
8. H 0.24
9. H 0.19
10. H 0.19
11. H 0.20
12. H 0.53
13. H 0.12


*two*
The following is a DFT calculation (ωB97M-V with the def2-TZVPD basis set) of C2H7O2PS in the gas phase.

The total charge is 0. The frontier orbital gap comes out at 9.84 eV. As for the highest occupied orbital energy: -9.11 eV. Its lowest unoccupied orbital energy is 0.7361 eV.

Atoms and positions in Å:
C -2.224 -0.180 0.321
C -0.946 0.413 -0.286
O 0.220 -0.416 -0.235
P 1.532 -0.468 0.695
O 2.329 -1.514 -0.210
S 2.735 1.327 -0.133
H -2.367 -1.186 -0.038
H -2.973 0.399 -0.025
H -2.260 -0.159 1.484
H -0.662 1.317 0.040
H -1.180 0.449 -1.419
H 2.353 -1.150 -1.194
H 3.441 1.167 1.000

Charges computed using natural (NBO), reported in e:
1. C -0.62
2. C -0.04
3. O -0.86
4. P 1.37
5. O -1.01
6. S -0.49
7. H 0.22
8. H 0.21
9. H 0.20
10. H 0.18
11. H 0.18
12. H 0.51
13. H 0.14


Going by the energies, *two* is most stable and the next is 48.8 kcal/mol up.